(1)
Entry from OMol25: C20H14AuN4O3Se2 as an isolated structure (the ωB97M-V functional and the def2-TZVPD basis).

Positions of all 44 atoms, in Å:
Au -1.268 1.637 -0.208
O -2.044 -1.484 2.978
C -0.756 -1.872 3.037
C -0.472 -2.939 3.892
C 0.813 -3.416 4.017
C 1.856 -2.840 3.293
C 1.584 -1.783 2.453
C 0.288 -1.274 2.315
C 0.066 -0.150 1.390
O -1.189 0.211 1.180
N 1.078 0.439 0.836
N 0.669 1.418 -0.053
C 1.526 2.022 -0.784
C 1.222 3.019 -1.774
C 2.316 3.516 -2.510
C 2.167 4.473 -3.479
C 0.882 4.968 -3.738
C -0.205 4.507 -3.041
C -0.075 3.518 -2.043
O -1.194 3.180 -1.438
H -2.134 -0.815 2.276
H -1.299 -3.390 4.423
H 1.006 -4.257 4.671
H 2.863 -3.224 3.377
H 2.369 -1.327 1.867
H 2.558 1.721 -0.641
H 3.297 3.112 -2.294
H 3.021 4.832 -4.037
H 0.738 5.720 -4.504
H -1.203 4.874 -3.239
Se -6.135 2.330 -0.203
C -4.390 2.022 -0.178
N -3.247 1.808 -0.154
Se -0.654 -0.373 -2.549
C -0.521 -1.866 -1.388
C 0.693 -2.533 -1.182
C 0.749 -3.633 -0.343
N -0.295 -4.130 0.322
C -1.452 -3.489 0.133
C -1.616 -2.388 -0.689
H 1.588 -2.187 -1.684
H 1.696 -4.144 -0.189
H -2.306 -3.882 0.677
H -2.592 -1.933 -0.795

Summary:
HOMO-LUMO gap   5.6 eV
Energy relative to the best compared isomer or geometry (same formula, charge and spin)   0.00 kJ/mol
HOMO energy   -4.071 eV
Charge   -1
Electronic energy   -6153.88192 Eh
Strongest force on any atom   0.10 eV Å⁻¹
M   713.2 g mol⁻¹

---

(2)
Entry from OMol25: one molecule with the formula C20H14ClFN4O2S in a non-equilibrium geometry (the ωB97M-V functional and the def2-TZVPD basis).

Positions of all 43 atoms, in Å:
O 2.454 2.617 -2.840
O -2.852 3.327 3.571
F 3.202 -4.357 -5.815
Cl 4.236 -3.868 -3.143
S 0.884 2.567 1.629
C 2.250 1.417 -2.839
C -2.355 2.554 2.792
C 1.677 2.372 0.093
C 0.352 0.427 0.244
C 0.020 1.033 1.445
C -1.075 -0.796 2.674
C 1.328 1.190 -0.515
C -0.966 0.507 2.365
C -3.459 -1.805 5.442
C -3.966 -0.518 5.643
C 2.251 -2.260 -6.187
C -2.463 -2.002 4.477
C 1.959 -0.960 -5.711
C 3.053 -1.467 -3.648
C -3.519 0.593 4.901
C 2.920 -3.131 -5.361
C 3.313 -2.752 -4.100
C -2.101 -0.930 3.680
C 2.385 -0.536 -4.426
C -2.589 0.346 3.884
N -2.335 3.115 1.533
N 1.850 0.720 -1.736
N 2.098 0.784 -4.057
N -1.939 1.255 3.035
H 2.462 3.042 -0.308
H -0.049 -0.533 -0.089
H -0.478 -1.600 2.254
H -3.855 -2.610 6.052
H -4.744 -0.401 6.367
H 1.929 -2.547 -7.176
H -1.960 -2.926 4.297
H 1.370 -0.249 -6.311
H 3.411 -1.226 -2.674
H -3.974 1.569 5.077
H -1.614 2.772 0.886
H -2.644 4.082 1.464
H 1.538 -0.204 -2.023
H 1.995 1.389 -4.845

Summary:
HOMO-LUMO gap   8.2 eV
Energy relative to the best compared isomer or geometry (same formula, charge and spin)   0.00 kJ/mol
HOMO energy   -8.120 eV
SMILES   NC(=O)n1c(-c2cc(NC(=O)Nc3ccc(F)c(Cl)c3)cs2)cc2ccccc21
Electronic energy   -2098.33077 Eh
Strongest force on any atom   3.59 eV Å⁻¹
M   428.9 g mol⁻¹

---

(3)
Entry from OMol25: C20H14ClIInNO5S5Se as an isolated structure (the ωB97M-V functional and the def2-TZVPD basis).

Positions of all 49 atoms, in Å:
In -1.062 -1.032 -0.036
Cl 2.754 5.030 -1.467
C 2.305 3.365 -1.151
C 3.277 2.450 -0.863
C 2.951 1.118 -0.594
I 4.469 -0.215 -0.082
C 1.634 0.630 -0.583
O 1.300 -0.556 -0.312
C 0.620 1.636 -0.907
N -0.659 1.197 -0.907
C -1.645 2.025 -1.160
C -1.413 3.383 -1.439
C -0.132 3.857 -1.446
C 0.942 2.983 -1.178
H 4.312 2.765 -0.834
H -2.640 1.597 -1.126
H -2.253 4.036 -1.638
H 0.075 4.899 -1.651
O -2.566 -2.659 0.435
Se -3.935 -1.759 0.072
O -4.776 -2.415 -1.138
O -3.148 -0.351 -0.434
O -4.803 -1.455 1.402
C -0.816 -0.501 2.076
C -0.062 0.748 2.309
C 1.322 0.755 2.513
C 2.032 1.941 2.629
C 1.380 3.165 2.553
C 0.002 3.180 2.373
C -0.705 1.993 2.258
H -1.854 -0.418 2.405
H -0.364 -1.370 2.557
H 1.851 -0.191 2.529
H 3.109 1.905 2.750
H 1.938 4.092 2.619
H -0.526 4.125 2.305
H -1.778 2.015 2.095
C 1.712 -3.515 -0.154
S 0.007 -3.734 0.409
C -0.694 -4.385 -1.055
C -1.005 -3.652 -2.148
S -0.784 -1.963 -2.422
S -1.707 -4.586 -3.451
C -1.641 -6.146 -2.731
S -2.128 -7.540 -3.496
S -1.023 -6.094 -1.136
H 2.244 -2.998 0.643
H 1.717 -2.874 -1.032
H 2.170 -4.482 -0.357

Summary:
HOMO-LUMO gap   6.3 eV
Energy relative to the best compared isomer or geometry (same formula, charge and spin)   0.00 kJ/mol
HOMO energy   -2.655 eV
Charge   -2
Electronic energy   -6542.00786 Eh
Strongest force on any atom   0.32 eV Å⁻¹
M   864.8 g mol⁻¹

---

(4)
Entry from OMol25: C20H14CoN6O8 as an isolated structure (the ωB97M-V functional and the def2-TZVPD basis).

Positions of all 49 atoms, in Å:
Co 0.754 0.582 0.559
O -2.010 -1.459 3.084
C -1.122 -0.720 2.431
O -0.093 -1.144 1.966
C -1.414 0.745 2.451
C -2.488 1.341 3.073
C -2.585 2.727 3.011
C -1.616 3.457 2.345
C -0.573 2.781 1.737
N -0.491 1.456 1.808
C 0.547 3.446 0.934
O 0.711 4.653 1.072
O 1.193 2.612 0.222
H -1.779 -2.387 2.949
H -3.217 0.731 3.585
H -3.417 3.229 3.487
H -1.642 4.536 2.276
N 4.480 1.550 1.753
C 4.030 1.790 3.035
C 2.762 1.294 3.079
N 2.441 0.758 1.860
C 3.483 0.935 1.085
C 3.377 0.519 -0.298
N 2.225 0.053 -0.719
C 2.361 -0.229 -2.051
C 3.634 0.060 -2.436
N 4.270 0.540 -1.307
H 5.363 1.850 1.381
H 4.636 2.282 3.777
H 2.069 1.282 3.907
H 1.544 -0.630 -2.628
H 4.133 -0.024 -3.386
H 5.229 0.832 -1.260
O -2.436 -0.755 0.190
C -1.633 -0.701 -0.744
O -0.551 -0.026 -0.813
C -1.918 -1.543 -1.969
C -1.437 -1.168 -3.220
C -1.686 -1.954 -4.339
C -2.396 -3.138 -4.211
C -2.859 -3.496 -2.959
C -2.647 -2.712 -1.840
N -3.608 -4.764 -2.812
O -3.844 -5.403 -3.820
O -3.944 -5.103 -1.694
H -0.876 -0.246 -3.303
H -1.321 -1.646 -5.310
H -2.594 -3.781 -5.057
H -3.046 -3.012 -0.882

Summary:
HOMO-LUMO gap (spin up / spin down)   8.3 / 8.6 eV
Energy relative to the best compared isomer or geometry (same formula, charge and spin)   11.56 kJ/mol
HOMO energy (spin up / spin down)   -8.457 / -8.703 eV
Spin multiplicity   2
Electronic energy   -3083.83515 Eh
Strongest force on any atom   0.70 eV Å⁻¹
M   525.3 g mol⁻¹

---

(5)
Entry from OMol25: a 2-piece molecular cluster, C20H14F2O4S2 overall in a non-equilibrium geometry (the ωB97M-V functional and the def2-TZVPD basis).

Positions of all 42 atoms, in Å:
F 5.389 1.157 2.404
C 4.051 0.850 2.375
C 3.681 -0.495 2.345
C 2.343 -0.793 2.196
C 1.339 0.221 2.117
C -0.008 -0.214 1.984
C -1.234 0.469 2.195
C -2.418 -0.319 2.059
C -3.676 0.228 2.174
C -3.810 1.613 2.321
C -2.682 2.426 2.463
C -1.418 1.849 2.515
C 1.781 1.573 2.127
C 3.126 1.891 2.307
H 4.428 -1.282 2.411
H 2.024 -1.833 2.144
H -0.110 -1.274 1.735
H -2.316 -1.381 1.876
H -4.555 -0.413 2.127
H -4.800 2.060 2.333
H -2.797 3.512 2.550
H -0.580 2.469 2.814
H 1.064 2.371 1.938
H 3.463 2.929 2.352
F 0.108 1.763 -0.980
C 0.006 0.443 -0.932
S 1.434 -0.408 -1.539
O 2.414 0.563 -1.968
O 1.840 -1.481 -0.652
C 0.554 -1.146 -2.929
C -0.828 -1.024 -2.927
C -1.584 -1.496 -3.996
C -0.934 -2.111 -5.066
C 0.458 -2.235 -5.069
C 1.209 -1.742 -4.002
S -1.554 -0.161 -1.519
O -2.113 -1.164 -0.633
O -2.374 0.960 -1.924
H -2.662 -1.365 -3.964
H -1.526 -2.495 -5.894
H 0.971 -2.719 -5.897
H 2.294 -1.798 -3.975

Summary:
HOMO-LUMO gap   5.1 eV
Energy relative to the best compared isomer or geometry (same formula, charge and spin)   0.00 kJ/mol
HOMO energy   -7.359 eV
Electronic energy   -2067.42714 Eh
Strongest force on any atom   2.47 eV Å⁻¹
M   420.5 g mol⁻¹